14
Properties=species:S:1:pos:R:3 method="wB97M-V/def2-TZVPD" e_above_lowest_kcal_mol=24.3 smiles="CC(=O)NC=O.O" mol_weight_g_mol=105.1 total_energy_ha=-398.99889 gap_ha=0.4082
C -0.048 -0.883 2.240
C 0.144 0.258 1.272
O 1.058 1.031 1.310
N -0.916 0.403 0.352
C -1.519 -0.653 -0.309
O -2.208 -0.498 -1.285
H -1.066 -0.954 2.610
H 0.135 -1.843 1.754
H 0.733 -0.852 2.977
H -1.005 1.293 -0.123
H -1.369 -1.632 0.133
O 2.141 1.420 -3.266
H 1.947 0.701 -3.869
H 1.973 2.208 -3.796